A 16-piece molecular cluster, C36H113N9O16 overall, computed with ωB97M-V/def2-TZVPD.

Geometry as XYZ:
```
174
Properties=species:S:1:pos:R:3:mulliken_charge:R:1
O 2.445 -4.324 0.580 -0.608
H 2.041 -5.149 0.311 0.238
H 2.645 -4.446 1.508 0.262
O 1.375 -0.758 2.761 0.304
H 0.620 -0.801 2.174 -0.144
H 1.944 -0.094 2.372 0.293
O 3.205 -1.340 -2.415 -0.590
H 2.924 -2.229 -2.630 0.144
H 3.433 -1.378 -1.486 0.453
O 5.017 -1.255 -4.376 -0.660
H 5.358 -0.370 -4.509 0.295
H 4.234 -1.132 -3.840 0.364
O 1.878 -2.453 5.024 -0.702
H 1.897 -1.671 4.473 0.234
H 2.333 -3.120 4.510 0.283
O 2.016 -3.810 -3.704 -0.544
H 2.193 -4.644 -3.271 0.185
H 2.228 -3.968 -4.624 0.250
O 0.577 -0.273 -0.110 0.351
H 1.090 0.323 -0.657 -0.234
H 0.419 -1.035 -0.668 -0.220
C -0.371 1.556 7.213 -1.357
C -1.532 0.763 6.659 0.329
C -1.339 0.045 5.258 -0.337
O -2.585 -0.528 4.837 -0.494
C -2.328 -1.047 3.532 -0.491
N -1.925 -0.295 7.606 -0.819
H -0.046 2.281 6.466 0.333
H 0.511 1.030 7.578 0.231
H -0.616 2.040 8.158 0.388
H -2.423 1.391 6.692 0.327
H -0.516 -0.669 5.248 0.243
H -1.111 0.862 4.574 0.215
H -3.219 -1.620 3.273 0.327
H -1.490 -1.744 3.519 0.281
H -2.094 -0.209 2.877 0.181
H -1.101 -0.852 7.429 0.271
H -2.627 -0.977 7.360 0.328
C -1.216 -3.203 0.139 -1.797
C -0.557 -3.550 -1.166 0.870
C -1.408 -3.283 -2.460 -0.638
O -2.783 -3.805 -2.404 0.180
C -2.923 -5.151 -2.758 -1.221
N 0.631 -2.787 -1.334 0.677
H -1.400 -2.136 0.260 0.232
H -0.680 -3.642 0.981 0.365
H -2.201 -3.665 0.208 0.543
H -0.330 -4.614 -1.220 0.541
H -0.903 -3.721 -3.321 0.474
H -1.436 -2.214 -2.672 -0.414
H -3.924 -5.578 -2.817 0.280
H -2.424 -5.691 -1.954 0.418
H -2.484 -5.472 -3.703 0.364
H 1.109 -3.106 -2.164 -0.473
H 1.312 -3.054 -0.638 -0.123
C -5.599 6.253 0.807 -1.393
C -4.246 5.683 1.287 0.513
C -3.571 4.673 0.310 -0.604
O -2.373 4.226 0.908 -0.304
C -1.284 3.578 0.076 -0.630
N -3.340 6.817 1.490 -0.770
H -6.384 5.512 0.653 0.333
H -5.391 6.666 -0.180 0.362
H -6.007 7.078 1.390 0.355
H -4.399 5.166 2.234 0.250
H -3.270 5.204 -0.594 0.342
H -4.145 3.792 0.023 0.269
H -0.703 4.342 -0.441 0.402
H -1.636 2.799 -0.600 0.252
H -0.626 3.119 0.813 0.105
H -3.672 7.525 2.129 0.254
H -2.588 6.453 2.058 0.240
C 7.141 0.866 6.370 -1.441
C 5.799 0.844 7.118 0.616
C 4.609 0.548 6.204 -0.385
O 4.297 1.669 5.446 -0.443
C 3.090 1.571 4.705 -0.084
N 5.946 -0.201 8.124 -0.739
H 7.214 1.566 5.538 0.202
H 7.504 -0.108 6.040 0.411
H 7.980 1.167 6.998 0.420
H 5.661 1.785 7.651 0.246
H 3.736 0.208 6.762 0.180
H 4.917 -0.232 5.508 0.115
H 2.803 2.466 4.153 0.327
H 2.237 1.180 5.259 0.222
H 3.228 0.785 3.962 -0.097
H 5.136 -0.055 8.710 0.261
H 6.787 -0.054 8.664 0.258
C -7.877 -2.941 -0.183 -1.598
C -7.473 -1.504 -0.602 0.285
C -5.929 -1.322 -0.622 0.383
O -5.552 -0.120 0.069 -0.554
C -4.180 0.080 0.095 0.108
N -7.933 -1.361 -1.939 -0.682
H -7.617 -3.236 0.834 0.396
H -7.474 -3.631 -0.924 0.343
H -8.960 -3.050 -0.237 0.423
H -7.934 -0.801 0.092 0.352
H -5.542 -1.280 -1.640 -0.436
H -5.464 -2.163 -0.106 0.240
H -3.662 -0.192 -0.825 0.011
H -3.832 -0.499 0.950 0.096
H -3.975 1.124 0.332 0.021
H -8.939 -1.283 -1.968 0.265
H -7.646 -0.430 -2.206 0.198
C -0.862 -2.352 -6.540 -1.221
C -0.450 -0.861 -6.449 0.295
C 0.138 -0.468 -5.084 0.096
O 0.329 0.913 -4.940 -0.467
C 0.919 1.450 -3.737 -0.381
N 0.457 -0.688 -7.524 -0.732
H -0.003 -3.001 -6.365 0.244
H -1.297 -2.491 -7.530 0.442
H -1.639 -2.643 -5.834 0.073
H -1.392 -0.325 -6.571 0.330
H 1.034 -1.081 -4.983 0.264
H -0.623 -0.848 -4.403 -0.193
H 1.868 0.960 -3.520 0.239
H 0.284 1.219 -2.881 0.055
H 1.001 2.535 -3.675 0.339
H 0.003 -0.717 -8.426 0.270
H 0.652 0.301 -7.473 0.295
C 5.733 -1.007 0.336 -1.734
C 4.400 -0.673 0.954 0.125
C 3.973 0.817 0.792 -0.198
O 2.783 0.958 1.541 0.347
C 2.234 2.271 1.459 -1.191
N 3.482 -1.594 0.293 -0.182
H 5.887 -2.074 0.499 0.521
H 6.502 -0.471 0.893 0.316
H 5.756 -0.729 -0.718 0.225
H 4.374 -0.995 1.995 0.477
H 3.885 0.924 -0.289 -0.032
H 4.698 1.585 1.064 0.026
H 2.946 3.019 1.809 0.450
H 1.396 2.412 2.141 0.351
H 1.905 2.571 0.464 0.198
H 2.539 -1.298 0.503 0.148
H 3.639 -2.529 0.641 -0.014
C 3.997 3.639 -1.727 -1.311
C 5.478 4.168 -1.470 0.491
C 6.330 3.241 -0.605 -0.104
O 6.191 3.537 0.769 -0.360
C 7.243 2.917 1.473 -0.817
N 5.956 4.438 -2.809 -0.789
H 3.503 3.441 -0.776 -0.010
H 4.010 2.676 -2.238 0.298
H 3.378 4.280 -2.354 0.581
H 5.409 5.165 -1.036 0.250
H 7.356 3.236 -0.972 0.466
H 5.990 2.211 -0.719 -0.128
H 7.081 2.966 2.549 0.262
H 8.208 3.390 1.293 0.399
H 7.325 1.834 1.372 0.253
H 5.366 5.100 -3.291 0.256
H 6.847 4.912 -2.762 0.257
C -5.808 -3.488 -5.862 -1.818
C -5.365 -2.581 -4.751 1.637
C -5.655 -1.003 -5.071 -1.016
O -5.279 -0.200 -3.988 -0.270
C -3.869 0.154 -3.766 -0.193
N -6.026 -2.968 -3.549 -0.476
H -5.281 -3.247 -6.786 0.368
H -6.877 -3.305 -5.965 0.375
H -5.604 -4.534 -5.634 0.379
H -4.292 -2.765 -4.690 -0.463
H -6.723 -0.869 -5.244 0.311
H -5.170 -0.681 -5.992 0.456
H -3.329 -0.695 -3.347 -0.243
H -3.836 1.073 -3.180 0.314
H -3.363 0.370 -4.707 0.342
H -5.394 -2.961 -2.761 0.266
H -6.654 -2.251 -3.216 0.175
```

Properties
2S+1   1
ΔE to the lowest compared entry with this formula, charge and spin   334.2 kJ/mol
HOMO level   -8.60 eV
Total charge   0
F_max   0.0571 Eh/bohr